(1)
ORCA calculation (ωB97M-V with the def2-TZVPD basis set) on a cluster of 7 separate species, C16H34O13 in total at a distorted geometry.

Results
E in eV: -43757.271
HOMO energy in eV: -9.92
SMILES: C[C@H]1COC(=O)O1.C[C@H]1COC(=O)O1.C[C@H]1COC(=O)O1.CO.CO.CO.CO
Lowest unoccupied orbital energy in Ha: 0.006
Orbital gap in eV: 10.10
Relative energy (zero: lowest compared OMol25 entry of this formula, charge and spin) in kJ/mol: 0.00

XYZ file:
```
63
Properties=species:S:1:pos:R:3:lowdin_charge:R:1
C 3.808 15.154 2.414 -0.025
C 4.204 14.398 1.142 -0.332
C 4.598 15.338 0.038 -0.122
O 5.953 15.072 -0.103 0.074
C 6.358 14.005 0.613 -0.525
O 7.435 13.459 0.608 0.152
O 5.366 13.695 1.472 0.088
H 2.980 15.838 2.231 0.082
H 4.569 15.856 2.757 0.092
H 3.559 14.464 3.220 0.087
H 3.396 13.737 0.829 0.155
H 4.509 16.394 0.294 0.136
H 4.065 15.127 -0.889 0.136
C -4.150 15.609 -3.553 -0.035
C -3.036 15.277 -2.656 -0.371
C -3.426 14.840 -1.221 -0.054
O -2.845 13.550 -1.176 0.084
C -2.367 13.175 -2.343 -0.546
O -1.798 12.083 -2.544 0.107
O -2.388 14.201 -3.161 0.112
H -3.897 15.442 -4.600 0.097
H -4.572 16.614 -3.553 0.091
H -5.073 15.052 -3.389 0.090
H -2.345 16.119 -2.630 0.157
H -4.509 14.814 -1.097 0.133
H -2.907 15.477 -0.505 0.135
C -4.122 7.389 4.913 -0.011
C -3.280 8.480 4.310 -0.433
C -3.518 9.813 4.820 -0.117
O -2.212 10.386 4.810 0.106
C -1.334 9.393 4.768 -0.577
O -0.172 9.555 4.827 0.191
O -1.988 8.233 4.569 0.129
H -3.948 7.260 5.981 0.094
H -4.102 6.409 4.435 0.089
H -5.167 7.701 4.895 0.087
H -3.562 8.599 3.264 0.163
H -3.994 9.855 5.800 0.138
H -4.228 10.406 4.242 0.142
C -1.636 3.018 -0.521 -0.202
O -2.951 2.726 -0.247 -0.111
H -0.961 2.388 0.058 0.081
H -1.474 2.802 -1.577 0.076
H -1.406 4.061 -0.302 0.079
H -3.445 3.499 -0.530 0.077
C -11.455 4.255 6.738 -0.180
O -11.795 3.837 8.025 -0.129
H -11.950 5.162 6.392 0.078
H -10.390 4.480 6.779 0.077
H -11.780 3.416 6.122 0.079
H -11.162 3.154 8.258 0.075
C 7.997 9.325 5.740 -0.181
O 8.435 8.965 7.018 -0.126
H 7.108 9.905 5.988 0.076
H 8.732 9.920 5.197 0.082
H 7.699 8.482 5.116 0.075
H 7.784 8.349 7.360 0.074
C -0.017 2.081 5.796 -0.167
O 1.079 1.163 5.778 -0.122
H -0.112 2.591 6.754 0.067
H 0.128 2.895 5.085 0.080
H -0.948 1.516 5.751 0.074
H 1.032 0.779 6.656 0.067
```

(2)
ORCA calculation (ωB97M-V with the def2-TZVPD basis set) on a structure of composition C16H35AlBr16NO2 at a distorted geometry.

Results
E in eV: -1150020.907
HOMO energy in eV: -4.94
Net charge: -1
Lowest unoccupied orbital energy in Ha: 0.064
Orbital gap in eV: 6.68
Relative energy (zero: lowest compared OMol25 entry of this formula, charge and spin) in kJ/mol: 160.01

XYZ file:
```
71
Properties=species:S:1:pos:R:3:lowdin_charge:R:1
O 0.834 -1.771 2.754 -0.111
N 0.140 -0.820 2.349 -0.121
O -0.812 -1.391 1.591 -0.320
Al -2.513 -1.330 2.396 0.053
H -2.589 -0.515 3.750 -0.116
H -3.511 -0.647 1.332 -0.245
H -3.031 -2.840 2.585 -0.140
Br -3.043 1.072 1.206 0.709
C -2.354 2.800 0.622 -0.673
C -1.588 2.674 -0.674 -0.738
Br 0.185 1.919 -0.375 0.665
H -1.753 3.199 1.445 0.046
H -3.240 3.428 0.487 0.044
H -1.407 3.659 -1.113 0.014
H -2.085 2.039 -1.412 -0.063
Br 5.053 6.062 -0.586 0.595
C 3.411 5.121 -0.113 -0.683
C 2.882 4.323 -1.282 -0.700
Br 2.003 5.477 -2.585 0.593
H 2.707 5.874 0.253 0.054
H 3.691 4.460 0.711 0.061
H 2.108 3.624 -0.953 -0.049
H 3.660 3.770 -1.817 0.058
Br -3.469 4.350 -3.094 0.646
C -1.775 4.591 -4.030 -0.688
C -1.866 4.105 -5.458 -0.684
Br -1.790 2.158 -5.546 0.575
H -1.010 4.075 -3.443 0.030
H -1.585 5.667 -4.000 0.057
H -1.005 4.449 -6.038 0.056
H -2.785 4.412 -5.963 0.050
Br -2.304 0.022 -2.969 0.657
C -3.337 -1.363 -3.873 -0.663
C -2.452 -2.229 -4.739 -0.684
Br -1.976 -1.317 -6.396 0.574
H -4.129 -0.856 -4.432 0.056
H -3.786 -1.953 -3.069 0.063
H -2.984 -3.131 -5.054 0.056
H -1.516 -2.516 -4.252 0.056
Br 4.396 9.937 -3.280 0.592
C 5.112 10.142 -1.478 -0.699
C 6.595 10.427 -1.507 -0.695
Br 7.618 8.807 -1.872 0.584
H 4.855 9.232 -0.927 0.020
H 4.565 10.987 -1.049 0.057
H 6.942 10.767 -0.527 0.056
H 6.881 11.162 -2.264 0.050
Br 6.063 -3.264 2.872 0.577
C 4.149 -3.596 3.047 -0.695
C 3.722 -3.581 4.496 -0.694
Br 4.226 -5.235 5.399 0.571
H 3.943 -4.545 2.544 0.053
H 3.668 -2.784 2.495 0.054
H 2.632 -3.534 4.577 0.057
H 4.159 -2.758 5.069 0.055
Br -4.955 -7.630 0.598 0.559
C -4.052 -6.569 1.962 -0.715
C -5.039 -5.752 2.763 -0.694
Br -5.642 -4.192 1.760 0.581
H -3.301 -5.962 1.449 0.058
H -3.547 -7.299 2.602 0.020
H -4.566 -5.347 3.661 0.059
H -5.934 -6.312 3.050 0.047
Br -1.388 -9.057 1.274 0.620
C -0.289 -8.622 2.825 -0.685
C -0.271 -9.759 3.819 -0.698
Br -1.928 -9.825 4.846 0.591
H -0.678 -7.688 3.240 0.056
H 0.713 -8.445 2.423 0.059
H 0.518 -9.610 4.562 0.057
H -0.145 -10.740 3.354 0.051
```

(3)
ORCA calculation (ωB97M-V with the def2-TZVPD basis set) on a structure of composition C16H35CdF12NO24P2S6 at a distorted geometry.

Results
E in eV: -188560.700
HOMO energy in eV: -2.75
Net charge: -2
Lowest unoccupied orbital energy in Ha: 0.125
Orbital gap in eV: 6.14

XYZ file:
```
97
Properties=species:S:1:pos:R:3:lowdin_charge:R:1
Cd -21.823 26.424 15.546 1.432
S -23.632 27.535 17.069 0.117
O -23.015 26.270 17.164 -0.446
O -25.071 27.470 17.239 -0.369
O -23.345 28.351 18.225 -0.375
O -23.037 27.974 15.802 -0.485
P -22.419 23.855 14.304 0.145
F -22.939 23.483 15.760 -0.127
F -23.169 25.289 14.447 -0.201
F -21.152 24.567 15.046 -0.248
F -21.715 24.220 12.907 -0.131
F -21.577 22.466 14.326 -0.158
F -23.697 23.107 13.704 -0.112
P -19.090 25.647 17.908 0.271
F -17.748 25.194 18.791 -0.174
F -18.331 25.170 16.541 -0.169
F -19.760 24.181 17.955 -0.126
F -20.353 26.318 17.118 -0.213
F -19.820 26.053 19.299 -0.122
F -18.334 27.073 17.637 -0.174
C -18.518 27.183 12.702 -0.063
C -19.741 26.705 13.578 -0.219
N -20.645 27.763 14.242 -0.220
C -21.339 28.627 13.220 -0.255
C -22.360 27.841 12.476 -0.089
C -19.876 28.696 15.087 -0.277
C -20.653 29.463 16.184 -0.083
H -17.851 27.723 13.374 0.061
H -18.878 27.831 11.903 0.059
H -18.005 26.276 12.383 0.071
H -20.374 26.073 12.955 0.075
H -19.280 26.063 14.328 0.084
H -21.906 29.472 13.610 0.115
H -20.580 29.098 12.595 0.106
H -22.987 27.274 13.164 0.060
H -22.988 28.502 11.879 0.081
H -21.821 27.171 11.805 0.070
H -19.259 29.459 14.612 0.107
H -19.077 28.170 15.610 0.088
H -21.181 28.812 16.881 0.037
H -21.393 30.096 15.695 0.065
H -20.004 30.220 16.626 0.070
C -21.242 22.877 19.939 -0.223
C -22.305 23.817 19.379 -0.165
O -23.563 23.226 19.792 -0.188
S -23.374 22.820 21.376 0.778
O -24.169 21.634 21.831 -0.284
O -23.309 24.049 22.210 -0.271
O -21.840 22.321 21.049 -0.214
H -20.323 23.419 20.161 0.105
H -20.987 22.065 19.259 0.130
H -22.226 23.722 18.296 0.113
H -22.230 24.848 19.724 0.131
C -18.479 25.439 22.005 -0.145
C -17.414 26.459 21.631 -0.225
O -17.051 27.060 22.808 -0.201
S -17.277 26.077 24.147 0.738
O -17.908 26.746 25.263 -0.242
O -16.002 25.358 24.383 -0.286
O -18.318 25.054 23.399 -0.191
H -18.388 24.525 21.419 0.119
H -19.497 25.800 21.857 0.129
H -17.725 27.248 20.946 0.118
H -16.512 26.018 21.207 0.124
C -18.246 30.635 20.385 -0.157
C -19.319 29.533 20.128 -0.193
O -19.574 29.038 21.376 -0.232
S -19.377 30.068 22.629 0.722
O -18.978 29.415 23.887 -0.227
O -20.588 30.819 22.554 -0.218
O -18.113 30.650 21.779 -0.215
H -18.595 31.555 19.915 0.125
H -17.252 30.354 20.035 0.129
H -19.114 28.765 19.382 0.113
H -20.293 29.939 19.856 0.134
C -18.744 21.474 15.764 -0.164
C -17.376 22.049 15.313 -0.155
O -16.724 20.820 15.024 -0.214
S -16.933 19.706 16.256 0.716
O -15.925 19.871 17.297 -0.249
O -17.178 18.396 15.740 -0.235
O -18.335 20.472 16.660 -0.209
H -19.347 21.001 14.988 0.129
H -19.342 22.249 16.244 0.118
H -16.892 22.666 16.070 0.099
H -17.422 22.676 14.422 0.137
C -15.228 24.035 17.962 -0.176
C -15.265 25.174 16.933 -0.164
O -13.925 25.336 16.450 -0.218
S -12.983 24.036 16.729 0.727
O -11.968 24.340 17.788 -0.284
O -12.586 23.397 15.489 -0.249
O -14.245 23.204 17.371 -0.217
H -16.198 23.538 17.954 0.114
H -14.909 24.345 18.957 0.134
H -15.631 26.099 17.377 0.129
H -15.756 24.851 16.015 0.120
```

(4)
ORCA calculation (ωB97M-V with the def2-TZVPD basis set) on a structure of composition C16H35F12Hf2O26S6 at a distorted geometry.

Results
E in eV: -170603.566
⟨S²⟩: 0.752
HOMO energy (alpha / beta) in eV: -13.67 / -13.82
Multiplicity: 2
Net charge: +2
Lowest unoccupied orbital energy (alpha / beta) in Ha: -0.402 / -0.402
Orbital gap (alpha / beta) in eV: 2.74 / 2.89

XYZ file:
```
97
Properties=species:S:1:pos:R:3:mulliken_spin:R:1
Hf -0.624 0.866 4.801 1.043
Hf -1.479 -4.673 1.584 0.000
C 3.119 -2.758 0.491 0.000
F 4.195 -1.962 0.898 0.000
F 2.406 -2.159 -0.473 0.000
F 3.632 -3.857 0.016 0.000
S 1.917 -3.191 2.020 -0.004
O 0.772 -3.984 1.581 0.001
O 2.771 -4.062 2.860 0.000
O 1.487 -1.924 2.628 0.022
C 0.517 -3.604 -2.829 0.000
F 1.418 -4.277 -2.086 0.000
F 0.863 -2.304 -2.800 0.000
F 0.612 -3.946 -4.060 0.000
S -1.260 -3.860 -2.019 0.000
O -2.087 -2.745 -2.486 0.000
O -1.694 -5.195 -2.448 0.000
O -1.058 -3.784 -0.532 0.000
C 0.893 -3.575 6.073 -0.001
F 0.921 -4.876 6.046 0.000
F 0.771 -3.190 7.401 0.000
F 2.017 -3.036 5.514 0.000
S -0.718 -3.019 5.069 0.024
O -1.863 -3.421 5.860 0.000
O -0.604 -1.575 4.853 0.107
O -0.794 -3.621 3.708 -0.001
C -0.517 0.039 0.104 0.003
F 0.808 0.040 0.345 0.006
F -1.043 1.250 -0.107 -0.001
F -0.624 -0.647 -1.047 0.000
S -1.482 -0.837 1.524 -0.044
O -2.899 -0.644 1.206 0.002
O -1.195 -2.284 1.490 0.022
O -1.052 -0.253 2.800 -0.268
C -3.118 3.252 1.567 -0.003
C -2.131 3.552 2.667 0.011
C -2.529 4.865 3.345 0.001
O -1.971 2.418 3.459 0.029
H -2.864 2.412 0.922 0.001
H -3.315 4.087 0.895 0.000
H -4.099 2.988 1.960 0.001
H -1.173 3.835 2.230 0.003
H -3.454 4.697 3.897 -0.001
H -2.870 5.645 2.663 0.001
H -1.736 5.195 4.016 -0.001
O 4.909 -0.156 -4.140 0.000
S 5.383 -0.650 -2.829 0.000
O 6.733 -0.444 -2.375 0.000
O 4.376 -0.021 -1.659 0.000
C 4.776 1.152 -1.033 0.000
C 3.747 1.604 0.057 0.000
C 4.862 -2.364 -2.712 0.000
H 4.713 1.870 -1.850 0.000
H 5.783 1.244 -0.624 0.000
H 2.718 1.437 -0.262 0.000
H 3.879 2.604 0.469 0.000
H 3.819 0.958 0.932 0.000
H 5.547 -2.887 -3.381 0.000
H 3.843 -2.438 -3.091 0.000
H 4.960 -2.723 -1.688 0.000
O -0.465 1.655 -4.831 0.000
S 0.895 1.022 -4.794 0.000
O 1.069 -0.350 -5.273 0.000
O 2.112 2.006 -5.473 0.000
C 1.859 3.397 -5.616 0.000
C 2.097 4.056 -4.290 0.000
C 1.395 1.005 -3.010 0.000
H 0.809 3.619 -5.806 0.000
H 2.499 3.851 -6.373 0.000
H 2.058 5.139 -4.406 0.000
H 3.107 3.816 -3.957 0.000
H 1.318 3.807 -3.569 0.000
H 2.455 1.258 -2.976 0.000
H 1.301 -0.023 -2.661 0.000
H 0.760 1.656 -2.408 0.000
O -3.522 -3.543 0.999 0.000
H -4.345 -4.030 0.965 0.000
H -3.742 -2.676 0.656 0.000
O 0.795 1.547 2.883 0.030
H 0.484 2.259 2.323 0.003
H 1.740 1.523 2.737 -0.002
O -2.854 -0.114 4.995 0.015
H -3.541 -0.018 4.337 -0.001
H -3.322 -0.341 5.799 0.001
O -4.769 0.295 3.156 0.001
H -4.443 0.155 2.267 0.000
H -5.721 0.306 3.064 0.000
C -3.379 0.580 -1.849 0.000
C -4.799 1.092 -1.681 0.000
O -4.775 2.399 -2.317 0.000
C -3.391 2.649 -2.700 0.000
O -2.999 3.767 -3.032 0.000
O -2.680 1.665 -2.453 0.000
H -3.374 -0.403 -2.318 0.000
H -2.940 0.418 -0.864 0.000
H -5.221 1.113 -0.677 0.000
H -5.386 0.383 -2.266 0.000
```

(5)
ORCA calculation (ωB97M-V with the def2-TZVPD basis set) on a cluster of 4 separate species, C16H35N4O10 in total at a distorted geometry.

Results
E in eV: -43582.767
HOMO energy in eV: -12.09
Net charge: +1
Lowest unoccupied orbital energy in Ha: -0.200
Orbital gap in eV: 6.65

XYZ file:
```
65
Properties=species:S:1:pos:R:3:lowdin_charge:R:1
C -2.470 -1.380 -2.080 -0.026
C -1.625 -2.757 -2.438 -0.300
O -1.394 -3.162 -3.714 -0.055
N -1.137 -3.620 -1.259 -0.034
C 0.325 -3.291 -1.051 -0.231
C 0.456 -2.456 0.393 -0.171
C 1.986 -1.869 0.458 -0.197
C 2.113 -0.302 0.921 -0.189
N 2.341 0.687 -0.199 0.064
C 3.587 0.393 -1.005 -0.234
N 3.403 0.380 -2.537 0.093
N 4.834 0.095 -0.505 0.174
H -2.066 -0.548 -2.828 0.097
H -3.638 -1.536 -2.226 0.097
H -2.235 -1.038 -0.962 0.082
H -1.160 -4.630 -1.543 0.119
H 0.749 -2.572 -1.898 0.114
H 1.002 -4.274 -1.031 0.150
H 0.357 -3.300 1.230 0.132
H -0.369 -1.619 0.499 0.109
H 2.553 -2.508 1.292 0.133
H 2.505 -2.137 -0.556 0.095
H 2.904 -0.208 1.807 0.144
H 1.070 -0.002 1.419 0.144
H 1.496 0.841 -0.791 0.147
H 2.820 -0.498 -2.686 0.108
H 2.766 1.187 -2.762 0.094
H 5.311 -0.808 -0.808 0.173
H 5.355 0.687 0.190 0.163
C 4.248 3.349 -2.134 -0.080
O 4.667 4.684 -1.858 0.004
C 3.877 5.642 -2.405 -0.553
O 2.881 5.448 -3.084 0.113
O 4.387 6.853 -2.065 -0.003
C 3.652 7.963 -2.576 -0.042
H 4.951 2.667 -1.649 0.079
H 3.250 3.165 -1.723 0.081
H 4.267 3.154 -3.211 0.107
H 2.630 7.964 -2.182 0.101
H 3.647 7.952 -3.670 0.103
H 4.149 8.879 -2.243 0.100
C 1.641 2.791 3.844 -0.052
O 1.193 1.464 4.116 -0.039
C 0.704 1.286 5.370 -0.560
O 0.626 2.142 6.237 0.122
O 0.318 -0.009 5.490 -0.017
C -0.220 -0.344 6.768 -0.046
H 2.010 2.818 2.815 0.081
H 0.814 3.503 3.932 0.104
H 2.463 3.065 4.513 0.103
H -1.121 0.242 6.973 0.103
H 0.528 -0.195 7.553 0.102
H -0.495 -1.403 6.752 0.096
C -5.674 -4.120 -2.552 -0.056
O -6.959 -4.347 -1.977 -0.004
C -7.237 -3.564 -0.904 -0.558
O -6.498 -2.720 -0.422 0.098
O -8.479 -3.883 -0.461 -0.006
C -8.909 -3.132 0.673 -0.050
H -5.559 -4.799 -3.401 0.099
H -5.592 -3.092 -2.920 0.089
H -4.883 -4.337 -1.827 0.093
H -8.956 -2.065 0.434 0.099
H -8.247 -3.310 1.527 0.098
H -9.914 -3.469 0.941 0.097
```

(6)
ORCA calculation (ωB97M-V with the def2-TZVPD basis set) on a structure of composition C16H35NOP2SiW at a distorted geometry.

Results
E in eV: -48972.413
⟨S²⟩: 2.073
HOMO energy (alpha / beta) in eV: -6.08 / -6.76
Multiplicity: 3
Lowest unoccupied orbital energy (alpha / beta) in Ha: -0.015 / -0.012
Orbital gap (alpha / beta) in eV: 5.69 / 6.43
Relative energy (zero: lowest compared OMol25 entry of this formula, charge and spin) in kJ/mol: 340.95

XYZ file:
```
57
Properties=species:S:1:pos:R:3:mulliken_spin:R:1
W -1.398 0.198 0.967 0.860
Si -3.246 0.696 -0.587 -0.085
P -0.729 -1.789 -0.178 0.014
P -0.006 1.936 0.047 -0.010
H 0.336 0.291 -2.777 0.028
C 0.816 -2.787 0.078 0.014
H 0.637 -3.841 -0.199 -0.001
H 1.129 -2.791 1.131 0.001
H 1.676 -2.451 -0.516 0.001
C -1.118 -2.379 -1.898 0.009
H -0.738 -3.405 -2.041 0.002
H -0.686 -1.770 -2.703 -0.003
H -2.200 -2.426 -2.076 0.000
C -1.878 -2.873 0.755 0.029
H -1.660 -3.899 0.410 0.005
H -2.927 -2.660 0.543 -0.009
H -1.702 -2.834 1.838 -0.008
C 1.828 2.170 0.297 0.001
H 2.107 3.239 0.236 -0.001
H 2.435 1.650 -0.458 0.000
H 2.154 1.812 1.285 0.003
C -0.104 2.915 -1.557 0.041
H 0.601 3.767 -1.524 0.001
H -1.101 3.352 -1.709 0.002
H 0.146 2.346 -2.470 -0.002
C -0.605 3.261 1.171 0.018
H 0.028 4.144 0.970 0.001
H -0.496 2.989 2.229 -0.001
H -1.644 3.534 0.967 -0.002
C -3.072 0.790 -2.538 0.055
H -2.773 -0.162 -3.011 -0.009
H -2.396 1.583 -2.899 -0.006
H -4.103 1.034 -2.863 0.002
H -4.251 -0.441 -0.473 0.027
H -3.745 2.107 -0.304 0.009
C 1.557 -0.210 -3.822 0.703
O 0.242 -0.054 -3.709 0.064
C 2.336 -0.847 -2.781 0.003
H 3.443 -0.862 -2.891 0.007
H 2.182 -1.942 -2.643 0.065
H 2.190 -0.429 -1.767 0.037
C 2.067 0.300 -5.133 0.006
H 2.993 0.928 -5.121 0.022
H 1.201 0.953 -5.427 0.001
H 2.102 -0.528 -5.894 0.046
N -0.516 -0.088 2.495 0.045
C 0.151 -0.234 3.694 0.024
C 1.516 -0.655 3.785 -0.015
C 2.071 -0.826 5.073 0.002
C 1.276 -0.548 6.207 -0.006
C -0.053 -0.111 6.121 0.009
C -0.608 0.047 4.856 -0.005
H 2.037 -0.834 2.836 -0.002
H 3.112 -1.172 5.185 0.000
H 1.709 -0.678 7.187 0.000
H -0.694 0.117 6.987 0.000
H -1.629 0.370 4.619 0.006
```